Entry 1:
ORCA calculation (ωB97M-V/def2-TZVPD) on a cluster of 5 separate species, C17H35N5O10 in total in a non-equilibrium geometry.

The calculation puts the orbital gap at 0.34739 Eh. As for the total charge: 0. The structure (SMILES) is CC(=O)OC(=O)COC(=O)ON.CN(C)C=O.CN(C)C=O.CN(C)C=O.CN(C)C=O. The value obtained for the HOMO energy is -8.86 eV.

Cartesian coordinates (Å):
C (-0.297, -6.432, 1.490)
C (0.303, -7.849, 1.634)
O (-0.228, -8.721, 1.077)
O (1.458, -8.096, 2.364)
C (2.150, -6.944, 2.735)
O (1.964, -6.388, 3.735)
C (3.251, -6.378, 1.768)
O (2.655, -5.369, 0.948)
C (2.821, -4.119, 1.439)
O (3.036, -3.838, 2.549)
O (2.736, -3.142, 0.472)
N (3.724, -3.467, -0.476)
H (-0.269, -5.892, 2.449)
H (-1.340, -6.573, 1.174)
H (0.203, -5.841, 0.709)
H (3.515, -7.206, 1.088)
H (4.124, -6.036, 2.336)
H (3.327, -3.628, -1.394)
H (4.403, -2.710, -0.471)
C (4.030, 1.538, 2.392)
N (4.734, 0.710, 1.434)
C (5.651, -0.306, 1.918)
C (4.562, 0.855, 0.102)
O (5.123, 0.190, -0.753)
H (4.755, 2.087, 2.998)
H (3.422, 0.904, 3.041)
H (3.382, 2.248, 1.881)
H (6.650, -0.112, 1.524)
H (5.325, -1.287, 1.568)
H (5.680, -0.299, 3.006)
H (3.850, 1.647, -0.157)
C (2.444, 4.390, -3.573)
N (1.806, 3.432, -2.694)
C (0.405, 3.622, -2.340)
C (2.470, 2.370, -2.194)
O (1.994, 1.530, -1.453)
H (2.406, 5.382, -3.118)
H (1.918, 4.412, -4.530)
H (3.485, 4.119, -3.747)
H (0.314, 3.717, -1.259)
H (-0.171, 2.755, -2.658)
H (0.013, 4.516, -2.820)
H (3.523, 2.323, -2.525)
C (-4.966, 1.112, -3.016)
N (-3.937, 2.119, -2.855)
C (-3.644, 3.012, -3.962)
C (-3.239, 2.253, -1.701)
O (-2.366, 3.080, -1.509)
H (-4.699, 0.448, -3.842)
H (-5.919, 1.599, -3.238)
H (-5.070, 0.523, -2.106)
H (-2.597, 2.902, -4.250)
H (-3.809, 4.045, -3.650)
H (-4.282, 2.781, -4.812)
H (-3.537, 1.531, -0.927)
C (-6.661, 2.646, 2.919)
N (-5.531, 2.573, 2.015)
C (-5.183, 3.740, 1.220)
C (-4.787, 1.455, 1.885)
O (-3.829, 1.339, 1.143)
H (-7.567, 2.871, 2.351)
H (-6.489, 3.437, 3.652)
H (-6.797, 1.701, 3.442)
H (-5.234, 3.487, 0.160)
H (-4.163, 4.048, 1.452)
H (-5.870, 4.557, 1.433)
H (-5.130, 0.627, 2.529)

Atomic partial charges in e from the Löwdin method, atoms 1 to 2: 0.032, -0.487



Entry 2:
ORCA calculation (ωB97M-V/def2-TZVPD) on a structure of composition C25H29N5O7S3Sc.

The calculation puts the orbital gap at 0.31189 Eh. As for the total charge: -1. The energy relative to the best compared isomer or geometry (same formula, charge and spin) is 14.7 kcal per mole. The value obtained for the HOMO energy is -6.02 eV.

Cartesian coordinates (Å):
Sc (-0.360, -0.044, -0.793)
O (-3.035, 1.481, -3.511)
S (-1.977, 0.585, -3.150)
O (-0.873, 1.274, -2.405)
O (-2.294, -0.609, -2.383)
C (-1.303, -0.072, -4.678)
C (-2.093, 0.156, -5.793)
C (-1.839, -0.486, -7.000)
C (-0.797, -1.386, -7.085)
C (0.011, -1.607, -5.975)
C (-0.216, -0.951, -4.777)
S (1.104, -1.162, -3.580)
O (1.804, -2.364, -3.939)
O (0.473, -1.312, -2.231)
O (1.850, 0.080, -3.659)
H (-2.931, 0.831, -5.700)
H (-2.474, -0.289, -7.854)
H (-0.595, -1.913, -8.008)
H (0.846, -2.290, -6.035)
C (-4.784, -1.245, 1.235)
C (-3.839, -2.234, 1.005)
C (-2.563, -1.891, 0.566)
C (-2.184, -0.561, 0.354)
C (-3.162, 0.412, 0.606)
C (-4.443, 0.084, 1.031)
H (-5.781, -1.510, 1.568)
H (-4.102, -3.276, 1.157)
H (-1.859, -2.700, 0.378)
H (-2.930, 1.466, 0.468)
H (-5.173, 0.865, 1.209)
C (-2.927, 0.134, 5.471)
S (-2.301, -0.139, 3.796)
O (-1.504, 1.078, 3.495)
C (-1.146, -1.439, 4.241)
C (0.027, -1.098, 4.900)
C (0.954, -2.085, 5.189)
C (0.694, -3.404, 4.834)
C (-0.483, -3.734, 4.180)
C (-1.408, -2.746, 3.868)
H (-2.102, 0.423, 6.121)
H (-3.413, -0.769, 5.840)
H (-3.648, 0.946, 5.398)
H (0.233, -0.062, 5.138)
H (1.884, -1.815, 5.673)
H (1.425, -4.173, 5.051)
H (-0.673, -4.759, 3.886)
H (-2.308, -2.978, 3.314)
N (0.829, -0.284, 0.975)
C (1.579, 0.020, 1.823)
N (2.542, 0.243, 2.626)
C (2.421, 0.685, 3.858)
N (2.453, 1.041, 4.961)
C (4.292, 3.187, 0.542)
C (3.625, 2.596, -0.697)
C (3.417, 3.684, -1.756)
C (4.482, 1.467, -1.265)
N (2.363, 2.018, -0.207)
N (1.493, 1.503, -1.203)
H (5.290, 3.555, 0.300)
H (4.366, 2.430, 1.323)
H (3.711, 4.025, 0.934)
H (4.372, 4.131, -2.036)
H (2.773, 4.480, -1.373)
H (2.972, 3.282, -2.668)
H (5.477, 1.844, -1.508)
H (4.059, 1.052, -2.183)
H (4.582, 0.667, -0.530)
H (1.847, 2.711, 0.323)
H (1.984, 0.772, -1.717)
H (1.281, 2.178, -1.938)

Atomic partial charges in e from the Löwdin method, atoms 1 to 2: 1.067, -0.278



Entry 3:
ORCA calculation (ωB97M-V/def2-TZVPD) on a structure of composition C4H8O2.

The calculation puts the orbital gap at 0.34021 Eh. As for the total charge: 0. The energy relative to the best compared isomer or geometry (same formula, charge and spin) is 107.4 kcal per mole. The value obtained for the HOMO energy is -8.50 eV.

Cartesian coordinates (Å):
O (-0.136, 2.041, -1.111)
C (0.037, 0.637, -1.154)
C (-0.670, -0.069, -0.009)
C (-0.322, -1.497, 0.307)
C (-0.121, 0.065, 1.413)
O (1.196, 0.392, 1.506)
H (0.111, 2.348, -0.227)
H (1.109, 0.358, -1.183)
H (-0.381, 0.310, -2.111)
H (-1.744, 0.129, -0.037)
H (0.643, -1.859, -0.056)
H (-1.126, -2.237, 0.321)
H (-0.241, -1.240, 1.609)
H (1.645, 0.521, 0.650)

Atomic partial charges in e from the Löwdin method, atoms 1 to 2: -0.050, -0.250



Entry 4:
ORCA calculation (ωB97M-V/def2-TZVPD) on a cluster of 2 separate species, C3H10O2SSi in total in a non-equilibrium geometry.

The calculation puts the orbital gap (spin up / spin down) at 0.36396 / 0.33529 Eh. As for the total charge: 0. The spin multiplicity is 3. The energy relative to the best compared isomer or geometry (same formula, charge and spin) is 24.9 kcal per mole. The value obtained for the HOMO energy (spin up / spin down) is -9.13 / -10.13 eV.

Cartesian coordinates (Å):
C (1.909, 1.834, -0.192)
C (0.678, 1.026, -0.546)
C (0.531, -0.233, 0.330)
O (-3.881, 1.053, -0.571)
O (-0.516, -1.038, 0.121)
Si (-1.265, -2.440, 0.194)
S (-2.858, 0.689, 0.390)
H (1.854, 2.355, 0.789)
H (2.782, 1.162, -0.108)
H (2.201, 2.666, -0.921)
H (0.690, 0.640, -1.538)
H (-0.213, 1.608, -0.537)
H (1.559, -0.768, 0.098)
H (0.621, -0.031, 1.425)
H (-1.475, -2.877, 1.724)
H (-0.233, -3.446, 0.048)
H (-2.384, -2.200, -0.707)

Atomic partial charges in e from the Löwdin method, atoms 1 to 2: -0.118, -0.259



Entry 5:
ORCA calculation (ωB97M-V/def2-TZVPD) on a structure of composition C3H5ClNO6PSr in a non-equilibrium geometry.

The calculation puts the orbital gap at 0.24582 Eh. As for the total charge: +2. The value obtained for the HOMO energy is -15.68 eV.

Cartesian coordinates (Å):
O (-3.621, 1.481, 2.127)
C (-2.923, 0.592, 1.799)
Cl (-3.116, -1.030, 2.444)
C (-1.762, 0.758, 0.847)
N (-1.464, -0.476, 0.084)
C (-0.646, -0.248, -0.997)
O (-0.747, 0.388, -1.969)
O (0.625, -1.026, -0.846)
P (1.975, -0.312, -0.777)
O (2.684, -0.220, -2.091)
O (1.897, 1.033, -0.017)
O (2.887, -1.270, 0.148)
H (-0.908, 1.005, 1.472)
H (-1.989, 1.596, 0.195)
H (-2.325, -0.889, -0.266)
H (2.207, 1.794, -0.538)
H (2.575, -2.188, 0.033)
Sr (4.651, -0.987, -1.646)

Atomic partial charges in e from the Löwdin method, atoms 1 to 2: 0.118, -0.799



Q: Which value of total charge does entry 1 give?
A: 0